{"formula": "C27H61FIN3O11", "method": "the ωB97M-V functional and the def2-TZVPD basis", "gap_ev": 6.50, "e_lumo_ev": -1.75, "elements": ["C", "C", "O", "C", "O", "N", "C", "N", "C", "F", "C", "C", "O", "I", "C", "N", "C", "O", "O", "H", "H", "H", "H", "H", "H", "H", "H", "H", "H", "H", "H", "H", "C", "C", "C", "O", "H", "H", "H", "H", "H", "H", "H", "H", "C", "C", "C", "O", "H", "H", "H", "H", "H", "H", "H", "H", "C", "C", "C", "O", "H", "H", "H", "H", "H", "H", "H", "H", "C", "C", "C", "O", "H", "H", "H", "H", "H", "H", "H", "H", "C", "C", "C", "O", "H", "H", "H", "H", "H", "H", "H", "H", "C", "C", "C", "O", "H", "H", "H", "H", "H", "H", "H", "H"], "coordinates": [[5.650, -6.113, -3.068], [5.050, -4.624, -3.414], [4.537, -3.928, -2.213], [3.890, -4.605, -4.578], [2.832, -3.649, -4.214], [1.603, -4.188, -4.293], [1.080, -4.885, -3.210], [-0.296, -5.511, -3.127], [-0.715, -5.100, -1.699], [-1.388, -6.127, -0.867], [-1.716, -3.807, -1.578], [-1.251, -2.485, -2.429], [-0.707, -1.431, -1.764], [-1.469, -2.221, -4.609], [0.684, -4.815, -0.834], [1.744, -5.182, -1.860], [2.121, -6.647, -1.929], [2.281, -7.211, -3.145], [2.331, -7.522, -0.756], [6.362, -5.972, -2.123], [6.334, -6.556, -3.935], [4.848, -6.905, -2.746], [5.956, -3.970, -3.812], [4.606, -2.935, -2.436], [4.412, -4.171, -5.560], [3.471, -5.657, -4.872], [1.000, -4.096, -5.160], [-0.371, -6.550, -3.182], [-2.761, -4.149, -2.033], [-1.791, -3.482, -0.450], [0.921, -3.684, -0.548], [0.796, -5.445, 0.151], [4.917, -1.747, -7.450], [5.989, -2.400, -8.308], [5.498, -2.627, -9.729], [6.360, -3.649, -7.732], [4.028, -2.384, -7.382], [5.280, -1.601, -6.426], [4.621, -0.776, -7.858], [6.883, -1.768, -8.324], [4.629, -3.294, -9.742], [6.275, -3.108, -10.333], [5.220, -1.682, -10.206], [5.572, -4.217, -7.714], [2.405, 2.249, -0.390], [1.883, 2.444, -1.805], [0.424, 2.871, -1.803], [2.018, 1.224, -2.530], [1.845, 1.464, 0.130], [3.453, 1.929, -0.407], [2.331, 3.174, 0.189], [2.487, 3.199, -2.319], [-0.207, 2.108, -1.333], [0.059, 2.996, -2.828], [0.290, 3.815, -1.266], [1.484, 0.548, -2.080], [3.305, 5.420, 4.410], [2.783, 5.615, 2.995], [1.324, 6.042, 2.997], [2.918, 4.396, 2.270], [2.745, 4.635, 4.930], [4.353, 5.101, 4.393], [3.231, 6.345, 4.989], [3.387, 6.370, 2.481], [0.693, 5.280, 3.467], [0.959, 6.167, 1.972], [1.190, 6.986, 3.534], [2.384, 3.719, 2.720], [-0.623, 2.025, 4.795], [-1.541, 2.747, 3.822], [-2.579, 1.804, 3.235], [-0.764, 3.309, 2.768], [-0.074, 1.221, 4.292], [0.127, 2.713, 5.200], [-1.189, 1.595, 5.627], [-2.044, 3.574, 4.335], [-2.099, 0.992, 2.677], [-3.225, 2.335, 2.528], [-3.204, 1.367, 4.020], [-0.314, 2.582, 2.306], [-6.947, 4.740, 3.750], [-5.876, 4.087, 2.892], [-6.366, 3.861, 1.470], [-5.504, 2.838, 3.468], [-7.836, 4.104, 3.818], [-6.584, 4.886, 4.773], [-7.243, 5.711, 3.342], [-4.981, 4.719, 2.876], [-7.235, 3.193, 1.458], [-5.589, 3.379, 0.867], [-6.645, 4.805, 0.994], [-6.293, 2.270, 3.486], [-5.259, 1.062, 6.721], [-6.692, 1.562, 6.633], [-7.448, 1.310, 7.928], [-7.358, 0.899, 5.562], [-5.231, -0.019, 6.902], [-4.731, 1.238, 5.778], [-4.714, 1.564, 7.527], [-6.695, 2.634, 6.408], [-7.497, 0.238, 8.151], [-8.481, 1.664, 7.846], [-6.969, 1.820, 8.770], [-7.361, -0.054, 5.753]], "atomic_forces_ev_per_a": [[0.473, 0.148, 0.921], [0.801, 0.323, -0.193], [1.036, 0.972, -1.941], [2.121, -0.923, -1.669], [0.211, -0.486, -0.513], [-3.300, -2.907, 3.404], [0.813, -2.326, 0.593], [0.162, 2.263, 1.568], [0.393, 1.027, 2.855], [1.048, 1.642, -2.766], [-0.689, -0.297, -1.258], [3.144, 5.190, 4.908], [-3.581, -7.068, -4.435], [-0.038, -0.388, 1.441], [0.850, 0.591, -0.625], [-0.830, -0.380, -1.612], [2.010, -7.488, 1.165], [-1.208, 4.103, 4.292], [-1.645, 6.391, -5.815], [-1.511, -0.194, -2.083], [-1.691, 1.170, 1.688], [1.310, 1.698, -0.837], [-1.833, -1.460, 0.615], [-0.217, -2.372, 0.613], [-1.244, -0.770, 2.056], [0.518, 1.985, 1.100], [1.084, 0.036, 1.247], [0.956, 0.955, -0.311], [2.152, 0.804, 1.129], [0.184, -0.668, -2.408], [-1.091, -2.273, -0.778], [-0.316, 0.796, -2.338], [0.091, 0.276, 0.255], [-0.641, -0.219, -0.106], [0.205, 0.039, -0.306], [0.091, -0.212, 0.197], [0.016, 0.023, -0.169], [0.005, 0.045, -0.162], [-0.025, -0.109, 0.082], [-0.023, -0.264, 0.105], [-0.015, 0.131, 0.095], [-0.072, 0.135, 0.106], [-0.004, -0.121, 0.020], [0.344, 0.256, -0.102], [0.301, 0.204, 0.116], [-0.414, -0.362, 0.497], [-0.161, 0.250, -0.209], [0.080, -0.252, -0.246], [-0.121, 0.049, -0.086], [-0.136, 0.119, -0.016], [0.065, -0.120, -0.019], [-0.021, -0.257, -0.062], [0.125, 0.041, 0.082], [0.098, 0.033, 0.125], [-0.026, -0.103, -0.030], [0.150, 0.310, -0.165], [0.357, 0.072, 0.117], [-0.475, -0.221, 0.450], [-0.169, 0.203, -0.116], [0.106, -0.223, -0.187], [-0.101, 0.125, -0.068], [-0.127, 0.113, -0.028], [-0.001, -0.117, -0.017], [0.003, -0.276, -0.078], [0.136, 0.074, -0.013], [0.082, 0.016, 0.141], [0.007, -0.064, -0.050], [0.153, 0.358, -0.132], [0.151, 0.155, 0.298], [0.103, -0.742, -0.161], [-0.250, 0.094, -0.146], [0.262, 0.185, -0.181], [-0.169, -0.017, -0.017], [-0.144, -0.041, 0.008], [0.094, 0.009, -0.077], [0.149, 0.028, -0.214], [0.135, -0.002, 0.158], [0.067, -0.098, 0.279], [0.032, 0.072, -0.184], [-0.266, 0.261, 0.167], [0.016, 0.240, 0.244], [-0.612, -0.261, -0.044], [0.176, 0.032, -0.304], [0.026, -0.104, 0.099], [0.066, 0.029, -0.147], [0.016, 0.039, -0.166], [-0.010, -0.092, 0.067], [0.004, -0.234, 0.082], [-0.004, 0.139, 0.105], [-0.054, 0.134, 0.092], [-0.001, -0.117, 0.014], [0.232, 0.165, 0.120], [0.312, 0.141, -0.181], [0.180, -0.517, 0.384], [-0.266, 0.202, 0.134], [-0.151, -0.066, -0.351], [-0.096, 0.080, 0.130], [-0.122, 0.101, 0.143], [-0.030, -0.088, -0.070], [-0.087, -0.206, -0.181], [0.153, 0.067, -0.016], [0.173, 0.025, 0.004], [-0.063, -0.088, -0.062], [0.021, 0.430, -0.059]], "mulliken_charge": [-1.0701, 0.1027, -0.5121, 0.3452, -0.1935, 0.1919, -0.4724, -0.3638, 0.8382, -0.3661, -0.3583, 0.0324, -0.4448, 0.0619, -0.7715, 0.2214, 0.5410, -0.5883, -0.7126, 0.3004, 0.2869, 0.2353, 0.2850, 0.3361, -0.3240, 0.3729, 0.3223, 0.4338, 0.3669, 0.2857, 0.2229, 0.3886, -1.1043, 0.3857, -1.2658, -0.5549, 0.2127, 0.2675, 0.4326, 0.2884, 0.3171, 0.3205, 0.3716, 0.3263, -0.9188, 0.3283, -1.1555, -0.4868, 0.2398, 0.2908, 0.2402, 0.2800, 0.2450, 0.3167, 0.3510, 0.3012, -1.1267, 0.2722, -0.9092, -0.5051, 0.2222, 0.3197, 0.3738, 0.2549, 0.0387, 0.2843, 0.4128, 0.3184, -1.3472, 0.4695, -0.9886, -0.4015, 0.3216, 0.2959, 0.3737, 0.3294, 0.4021, 0.2017, 0.0280, 0.2354, -1.3751, 0.4681, -1.3074, -0.4028, 0.3261, 0.2910, 0.4283, 0.2760, 0.3207, 0.3286, 0.4006, 0.2709, -0.7323, 0.6856, -1.4387, -0.5595, 0.3458, -0.1294, 0.3703, 0.1227, 0.3486, 0.3455, 0.3700, 0.3472]}